C32H66N14O31P2 | the ωB97M-V functional and the def2-TZVPD basis

XYZ file:
```
145
Properties=species:S:1:pos:R:3:forces:R:3:mulliken_charge:R:1
C 0.501 1.574 0.781 -4.14 -2.34 -0.87 -0.439
O -0.654 -8.657 -0.139 -0.42 0.24 -0.03 -0.564
O 7.680 -4.523 -3.095 -0.07 0.30 -0.47 -0.552
H 1.502 0.082 -0.728 -1.81 0.36 0.65 0.290
N 0.587 4.928 -1.927 0.06 -0.05 -0.08 0.991
H -4.741 4.939 5.536 -0.06 -0.01 0.17 0.078
P -3.774 -1.077 -0.302 0.70 -0.08 -0.74 0.324
O -2.655 7.366 -1.196 -0.46 0.19 -0.14 -0.544
H -2.431 5.035 9.962 -0.09 -0.19 -0.08 0.313
H -6.186 -1.714 2.705 1.02 1.18 -0.88 0.359
H -0.728 4.369 -0.400 0.00 0.11 -0.10 0.050
O -1.986 -2.102 -2.749 0.95 -1.31 2.01 -0.438
O 1.806 5.001 -1.888 -0.46 -0.14 -0.23 -0.570
C -2.207 -0.040 0.111 2.75 2.63 1.52 -0.021
H -3.580 -2.066 1.982 -1.22 0.30 -1.24 0.201
C -0.971 3.065 2.550 0.07 0.24 -0.52 -0.134
H -4.174 4.652 10.121 0.00 0.01 -0.19 0.289
H 5.881 -2.666 -3.299 0.15 -0.01 0.06 0.310
C -3.485 1.668 1.870 -1.33 0.96 0.77 0.015
N -4.239 -7.969 -4.616 -0.02 0.10 0.15 0.888
O -4.047 2.930 8.185 0.44 0.09 0.14 -0.528
N 2.162 -7.929 -3.023 0.12 0.01 -0.24 0.875
H 6.273 -0.809 -6.396 -0.09 0.19 -0.20 0.180
O -0.779 -5.398 3.703 -0.40 0.19 -0.43 -0.546
O -2.197 -4.492 2.330 0.32 -0.17 0.30 -0.459
C 0.807 1.728 4.967 -1.14 0.16 -1.21 -0.752
H -3.556 5.437 8.624 -0.11 -0.21 0.19 0.280
O 6.670 0.871 -3.311 -0.61 -0.18 -0.32 -0.526
H 4.308 3.058 1.262 -0.13 -0.09 0.10 0.306
H 0.453 1.087 4.068 0.67 0.91 1.28 0.109
H -2.398 -2.948 -2.435 -0.03 1.23 -0.34 0.293
H 7.505 -1.936 -3.039 -0.13 -0.11 0.01 0.309
H -2.309 -7.400 3.079 0.20 0.06 0.00 0.317
C -5.668 5.350 5.935 -0.19 -0.20 -0.22 -0.487
C -4.623 -7.772 -6.038 0.01 -0.16 -0.35 -0.742
O -2.031 2.877 8.991 -0.56 0.05 -0.28 -0.519
H -6.050 4.742 6.755 0.21 0.02 -0.04 0.277
C -2.003 2.673 3.736 -1.31 -0.75 -0.19 0.438
C -0.859 1.897 1.438 0.17 -1.19 -1.27 0.372
C -5.513 -0.964 2.132 -0.06 -0.94 1.47 -0.681
O 8.805 -0.159 -7.874 -0.60 -0.08 -0.23 -0.531
C 6.857 -2.464 -3.739 -0.09 0.28 -0.06 -0.228
H -2.477 3.029 5.885 1.39 0.00 -1.05 -0.106
N 7.493 -3.773 -4.038 0.14 -0.31 -0.17 0.908
H 5.433 2.650 2.595 -0.13 -0.14 -0.09 0.379
C -0.510 1.978 5.862 0.48 -0.58 -0.12 0.391
O -2.607 -7.746 -0.427 0.59 -0.43 -0.18 -0.570
H -1.004 -7.208 1.857 -0.12 0.00 0.12 0.262
H 3.279 -7.384 -1.342 0.04 -0.17 -0.11 0.301
H -3.012 7.145 -3.756 0.00 -0.15 0.14 0.266
H 1.182 2.714 4.496 -0.27 -1.53 1.00 -0.095
H -5.840 0.487 -0.433 1.14 -0.35 -0.85 0.274
H 1.590 6.029 5.506 0.16 -0.01 0.06 0.251
O -4.534 6.755 7.380 -0.35 0.24 -0.41 -0.590
C 4.998 0.818 -11.154 0.32 -0.14 0.00 -0.674
H 0.555 5.517 0.096 -0.05 -0.13 -0.16 0.289
H -1.403 0.032 5.073 0.04 0.83 1.62 0.211
H 4.545 -0.145 -10.922 0.00 0.18 0.10 0.283
H 4.133 0.222 -1.838 -0.01 0.14 -0.08 0.309
H -6.415 5.452 5.150 0.13 0.11 0.13 0.317
H -2.779 -8.923 -2.512 0.32 -0.03 0.32 0.320
H 3.208 6.768 5.770 -0.12 -0.15 0.03 0.298
H 5.175 1.400 -10.251 -0.13 -0.15 -0.05 0.250
H -4.930 -0.416 2.966 -1.19 -0.45 -1.51 -0.030
H 6.183 0.919 -6.882 -0.05 -0.21 0.01 0.324
O -4.608 8.273 -1.476 0.59 -0.33 0.00 -0.521
C 6.842 0.078 -6.669 0.10 0.10 0.27 -0.759
H -4.066 -6.913 -6.412 -0.15 -0.01 0.11 0.290
O -5.954 7.646 5.999 0.45 -0.40 0.44 -0.535
H -5.395 -0.308 -2.073 0.69 0.72 1.62 0.353
C 4.530 2.355 2.064 0.10 0.17 0.20 -0.611
H 5.414 1.366 -1.329 0.00 -0.11 -0.22 0.293
H 1.410 2.186 1.085 -1.30 -1.08 -0.61 0.459
C -3.830 6.829 -3.111 -0.19 -0.08 -0.29 -0.680
N 5.450 0.796 -3.356 0.14 0.10 -0.02 0.949
N -5.362 6.699 6.482 -0.24 0.32 -0.23 0.892
H -0.998 -8.864 -2.705 0.01 -0.09 0.17 0.196
H 2.989 -9.148 -1.539 0.08 0.17 -0.06 0.287
N -1.608 -5.448 2.810 0.05 0.04 0.18 0.826
O -0.077 4.610 -2.900 0.45 0.15 0.36 -0.570
H -1.133 4.127 5.290 -0.37 -1.67 -0.44 0.252
C -0.826 -0.407 -0.559 -0.27 2.10 2.47 0.293
O -0.341 4.145 2.498 -1.83 -3.49 0.38 -0.599
O 2.943 1.810 -11.508 0.46 -0.05 -0.31 -0.520
H -4.370 -8.670 -6.598 0.00 0.10 0.18 0.314
H 1.624 1.129 5.484 -1.07 1.05 -0.47 0.422
C -0.316 -3.348 -0.597 -0.43 -0.22 0.97 -0.695
C 2.553 -8.152 -1.607 -0.15 0.02 0.39 -0.580
O 0.981 -7.710 -3.253 0.42 -0.05 -0.11 -0.527
O -4.459 -7.046 -3.853 0.19 -0.59 -0.27 -0.485
C 4.702 1.110 -2.111 -0.02 0.12 0.30 -0.857
H -3.777 5.762 -2.898 0.16 0.12 -0.03 0.266
H -6.222 -0.292 1.555 1.23 -0.69 0.66 0.190
N -1.685 -8.469 -0.770 -0.11 0.00 -0.17 1.024
H 1.666 -8.076 -0.981 0.06 -0.03 -0.18 0.165
C -1.534 3.051 5.215 -0.89 -0.42 0.25 -0.481
H 4.045 1.952 -2.326 -0.05 -0.17 -0.06 0.350
N 7.589 -0.234 -7.916 0.34 -0.04 -0.08 0.920
H -0.815 6.095 -0.904 -0.01 -0.23 -0.04 0.225
O 4.406 1.909 -13.110 -0.33 -0.07 0.47 -0.518
N -3.688 7.551 -1.820 -0.24 0.22 0.15 0.853
C -0.158 5.254 -0.683 0.04 0.18 0.32 -0.366
H 5.923 0.683 -11.712 -0.19 0.07 0.03 0.319
N 4.036 1.576 -11.996 -0.11 0.14 -0.23 0.861
N 3.210 4.932 4.770 0.08 -0.19 0.05 0.932
H -0.363 -0.133 6.580 -1.28 0.99 -0.73 0.393
C -4.467 -1.817 1.288 -0.58 0.08 1.19 -0.461
C -1.925 -6.792 2.260 -0.25 0.02 -0.04 -0.745
H -4.964 -2.829 1.039 0.97 1.64 -0.02 0.442
O 7.783 -4.002 -5.201 -0.09 0.00 0.56 -0.525
N 4.748 1.022 1.444 0.32 -0.08 0.15 0.801
C -1.177 0.526 6.091 1.00 0.04 0.03 -1.186
H -1.770 -10.252 -1.858 0.14 0.12 0.02 0.280
H 3.691 2.263 2.753 0.04 0.06 -0.16 0.108
H -5.697 -7.589 -6.066 0.15 0.12 0.05 0.280
C 2.566 6.238 5.069 -0.12 0.33 -0.16 -0.746
N -3.117 3.404 8.820 0.20 -0.13 0.11 0.924
O -4.605 1.941 1.392 3.55 -1.19 0.94 -0.528
C -2.200 1.137 1.106 2.72 -0.56 -1.32 0.500
C -3.335 4.739 9.432 0.20 0.27 0.18 -0.693
H -3.945 1.675 4.265 0.93 0.60 -1.49 0.376
O 4.788 0.487 -4.335 0.55 0.07 0.39 -0.528
C -4.982 0.177 -1.110 -0.07 0.46 -0.31 -0.991
H -1.187 -3.512 0.124 1.06 0.10 -0.94 0.083
H -2.672 -6.683 1.480 0.22 0.10 0.22 0.324
C -1.821 -9.183 -2.065 -0.29 0.02 -0.18 -0.655
O 3.398 4.182 5.712 -0.04 0.28 -0.58 -0.523
P -0.597 -1.860 -1.778 1.07 0.34 -0.50 0.105
H -4.791 7.086 -3.553 0.13 0.03 0.17 0.317
C -3.225 1.990 3.436 3.46 1.21 -0.53 -0.095
O 3.050 -7.983 -3.855 -0.60 0.06 0.34 -0.533
O 3.814 0.554 0.808 0.36 0.03 0.11 -0.417
H 7.554 0.335 -5.887 -0.07 -0.04 -0.17 0.408
O 6.927 -0.543 -8.894 0.32 0.16 0.28 -0.555
H 6.754 -1.903 -4.664 0.07 -0.18 0.16 -0.219
H -4.392 1.126 -1.406 -0.95 -1.58 0.54 0.256
C 0.504 0.374 -0.252 -3.01 1.30 2.01 -0.965
O 3.504 4.704 3.607 -0.05 -0.06 0.47 -0.527
O -3.731 -9.039 -4.314 -0.40 0.45 -0.22 -0.565
H -0.094 -4.318 -1.154 -0.41 1.40 0.45 0.319
O 5.833 0.493 1.611 -0.64 0.06 -0.29 -0.534
H 0.611 -3.135 0.061 -1.44 -0.01 -1.20 0.318
H 2.461 6.798 4.141 0.05 -0.18 0.09 0.314
H -2.064 0.527 6.805 1.01 0.14 -1.15 0.246
H -0.172 2.389 6.871 -0.63 -0.46 -1.27 0.402
```
Positions in Å, forces in eV/Å.

The value obtained for the HOMO-LUMO gap is 6.821 eV. For the total energy, the calculation gives -137119.56579 eV. As for the spin multiplicity: 1. As for the largest force on an atom: 4.84 eV Å⁻¹. Its charge is 0.